{
  "formula": "C10H16O2",
  "method": "the ωB97M-V functional and the def2-TZVPD basis",
  "gap_ev": 9.21,
  "max_force_ev_per_a": 1.64,
  "mol_weight_g_mol": 168.24,
  "smiles": "Cc1ccc(O)cc1.CC(C)O",
  "relative_energy_kcal_mol": 12.2,
  "lumo_ev": 0.8,
  "elements": ["C", "C", "C", "C", "C", "C", "C", "O", "H", "H", "H", "H", "H", "H", "H", "H", "C", "C", "C", "O", "H", "H", "H", "H", "H", "H", "H", "H"],
  "xyz": [[-2.7811, 0.0638, 1.1165], [-0.5068, 1.2681, -2.2793], [-0.7711, 2.2030, -1.3080], [-1.0808, 0.0026, -2.2197], [-1.5970, 1.8766, -0.2210], [-1.9448, -0.2873, -1.1854], [-2.1226, 0.6083, -0.1235], [0.2798, 1.5309, -3.3711], [-0.3626, 3.1979, -1.3972], [0.7602, 2.3581, -3.2223], [-0.8380, -0.6335, -3.0519], [-1.8666, 2.6359, 0.4974], [-2.4854, -1.2248, -1.2503], [-3.8628, -0.0229, 0.9454], [-2.7211, 0.7485, 1.9623], [-2.4683, -0.9368, 1.4009], [1.8545, -1.6420, 2.0287], [1.9447, -0.1658, 1.6450], [2.6603, -2.4659, 1.0253], [2.4798, -1.7401, 3.3085], [0.8076, -1.8935, 2.1067], [2.1119, -0.0034, 0.5817], [2.1034, -2.6912, 0.1201], [3.6051, -1.9639, 0.8400], [2.7838, -3.4824, 1.4260], [2.6999, -2.6648, 3.4623], [2.7901, 0.2540, 2.2113], [1.1527, 0.5116, 1.9976]],
  "forces_ev_per_a": [[-1.4888, 0.6893, -0.0727], [0.2138, -0.1352, -0.1322], [-0.4826, 0.2613, 0.4484], [-0.1233, 0.7893, -0.1955], [0.4071, 0.0418, -0.6297], [0.4774, -0.0912, -0.4757], [-0.0497, -1.1201, 0.3057], [0.2774, 0.2649, 0.1679], [0.0497, 0.1963, 0.0046], [-0.1736, -0.2173, -0.0976], [-0.2697, -0.4923, -0.0499], [0.2696, -0.0037, 0.2877], [0.1260, -0.1064, 0.4883], [0.0246, -0.0903, -0.0464], [0.3693, -0.0870, 0.0518], [0.4171, 0.0817, -0.0247], [0.7752, 1.0223, -0.3881], [0.3960, 1.0318, 0.7836], [-1.0102, -0.8572, 0.5167], [-0.1239, -0.1691, 0.2342], [-0.3611, -0.6435, -0.0909], [-0.1360, -0.0467, -0.0225], [0.0047, 0.6079, -0.3908], [0.1152, -0.2321, -0.1362], [0.4942, 0.2247, 0.1593], [-0.0796, 0.0429, 0.0699], [0.2312, -0.2872, -0.4801], [-0.3499, -0.6748, -0.2850]],
  "lowdin_charge": [-0.060, -0.339, -0.027, -0.015, -0.044, -0.045, -0.294, 0.039, 0.109, 0.105, 0.115, 0.111, 0.115, 0.080, 0.073, 0.073, -0.483, -0.064, -0.060, -0.063, 0.123, 0.073, 0.077, 0.086, 0.077, 0.079, 0.083, 0.074]
}